7
Properties=species:S:1:pos:R:3:nbo_charge:R:1 method="wB97M-V/def2-TZVPD" smiles="O=[P@@]([O-])(Br)OOBr" orbital_gap_ev=8.700 relative_energy_kcal_mol=0.0 homo_ev=-5.681 charge=-1
O -1.74 1.02 -1.80 -1.087
O -0.53 1.87 0.43 -1.093
O 0.54 0.39 -1.60 -0.564
O 1.82 -0.33 -1.34 -0.359
P -0.90 0.88 -0.60 2.224
Br -1.56 -1.10 0.38 -0.397
Br 1.89 -0.69 0.41 0.276

---

8
Properties=species:S:1:pos:R:3:nbo_charge:R:1 method="wB97M-V/def2-TZVPD" orbital_gap_ev=6.831 relative_energy_kcal_mol=70.6 homo_ev=-8.895
Si 0.99 0.34 0.19 0.417
Si -1.42 -0.05 -0.45 0.871
Br 1.74 -1.69 -0.53 -0.337
Br -2.30 -2.07 -0.21 -0.300
Br -2.94 1.54 -0.26 -0.302
H 2.42 1.06 0.81 -0.173
H 0.87 1.21 -1.11 -0.110
H 0.64 -0.34 1.55 -0.066

---

8
Properties=species:S:1:pos:R:3:nbo_charge:R:1 method="wB97M-V/def2-TZVPD" multiplicity=3 orbital_gap_ev="7.086 / 7.151" relative_energy_kcal_mol=7.5 homo_ev="-6.695 / -10.457"
Si -1.50 -0.20 0.00 0.852
Si 2.23 0.78 -0.34 0.558
Br -0.89 1.59 -1.20 -0.320
Br 2.66 0.86 1.89 -0.298
Br 2.00 -1.43 -0.62 -0.306
H -2.82 -0.27 0.35 -0.167
H -1.23 -1.08 -1.06 -0.168
H -0.44 -0.24 0.99 -0.149

---

6
Properties=species:S:1:pos:R:3:nbo_charge:R:1 method="wB97M-V/def2-TZVPD" smiles=BrP(Br)#P(Br)Br orbital_gap_ev=8.968 relative_energy_kcal_mol=0.0 homo_ev=-9.304
P -0.39 1.05 -0.19 0.373
P 0.38 -1.05 0.20 0.373
Br 1.28 1.67 -1.51 -0.187
Br 0.22 1.89 1.76 -0.187
Br -0.21 -1.89 -1.76 -0.187
Br -1.29 -1.67 1.50 -0.187

---

4
Properties=species:S:1:pos:R:3:nbo_charge:R:1 method="wB97M-V/def2-TZVPD" multiplicity=2 orbital_gap_ev="4.893 / 9.614" homo_ev="-24.901 / -30.025" charge=+4
Cd -1.85 1.30 -0.82 1.630
Cd -0.46 -2.32 1.37 1.479
Cd 2.21 1.21 -0.40 1.576
Br 0.09 -0.19 -0.16 -0.685

---

8
Properties=species:S:1:pos:R:3:nbo_charge:R:1 method="wB97M-V/def2-TZVPD" multiplicity=2 orbital_gap_ev="6.799 / 3.221" relative_energy_kcal_mol=16.3 homo_ev="-19.717 / -18.134" charge=+2
Cd 9.22 -9.19 -33.22 1.579
Br 6.62 -9.67 -32.55 -0.543
O 3.39 -9.79 -31.87 -0.406
H 4.34 -9.76 -32.01 0.473
H 3.20 -9.01 -31.35 0.511
O 5.43 -9.79 -35.84 -0.575
H 5.83 -8.92 -35.89 0.484
H 5.51 -10.05 -34.92 0.478

---

12
Properties=species:S:1:pos:R:3:nbo_charge:R:1 method="wB97M-V/def2-TZVPD" orbital_gap_ev=11.406 homo_ev=-11.145
N -0.99 -1.11 0.64 -1.403
N 1.34 -0.15 -0.27 -1.463
N -0.62 1.70 0.18 -1.380
F 0.16 -2.15 -1.50 -0.549
F 0.96 1.89 -1.94 -0.528
F 1.07 -2.65 0.53 -0.516
F -2.00 0.62 2.08 -0.552
P 0.39 -1.40 -0.08 2.499
P 0.86 1.38 -0.42 2.141
P -1.50 0.41 0.57 2.056
Cl 2.17 2.54 0.41 -0.170
Br -3.45 0.48 -0.35 -0.136

---

10
Properties=species:S:1:pos:R:3:nbo_charge:R:1 method="wB97M-V/def2-TZVPD" orbital_gap_ev=8.559 relative_energy_kcal_mol=28.0 homo_ev=-9.658
N -0.81 0.73 0.02 -0.405
N 0.38 -1.77 0.59 -0.540
N -0.54 -1.51 -0.62 0.170
N -1.27 -0.46 -0.44 -0.228
F 0.21 -1.36 -1.85 -0.279
Cl -0.50 0.69 1.82 0.011
Br 1.21 -3.49 0.54 0.206
I -3.21 -1.06 0.11 0.284
H -1.37 1.55 -0.20 0.404
H 1.10 -1.00 0.50 0.376

---

no.,calculated total energy (Eh)
1,-5790.38026
2,-8302.82511
3,-8302.79340
4,-10978.86224
5,-3075.15590
6,-2893.73053
7,-4622.32318
8,-3651.72869